Entry 1:
Below is a 2-piece molecular cluster, C3H9N2 overall, with properties calculated with the ωB97M-V functional and the def2-TZVPD basis.

- energy above the lowest of the compared OMol25 structures with the same formula, charge and spin (kcal/mol) = 39.1
- charge = +1
- Kohn-Sham gap (eV) = 11.75

Each line ends with the Löwdin charge.
Cartesian coordinates (Å):
C (-0.31172, 1.65633, -1.24580)  0.07
H (-0.77352, 1.59636, -0.27249)  0.07
H (1.46022, -1.03768, -1.31485)  0.16
H (-1.77680, -0.60917, 1.73560)  0.08
H (1.03225, -0.63403, 2.33829)  0.09
H (0.84716, 0.67551, -2.72555)  0.12
H (-0.11248, -1.29059, -1.23599)  0.16
C (0.37035, 0.65677, -1.75699)  -0.15
H (-0.39990, 2.56993, -1.80578)  0.08
H (-0.90500, -1.09883, 3.28966)  0.09
N (0.27402, -0.63475, 1.65515)  0.02
C (-0.83585, -0.75962, 2.25747)  -0.01
N (0.59707, -0.58640, -1.01255)  0.13
H (0.53421, -0.50381, 0.09383)  0.08

***

Entry 2:
Below is an isolated ion of composition C3H9N2 and charge +1 at a distorted geometry, with properties calculated with the ωB97M-V functional and the def2-TZVPD basis.

- energy above the lowest of the compared OMol25 structures with the same formula, charge and spin (kcal/mol) = 73.7
- charge = +1
- Kohn-Sham gap (eV) = 10.59

Each line ends with the Löwdin charge.
Cartesian coordinates (Å):
H (1.23844, -1.15626, -0.74576)  0.06
C (-0.12103, -0.07331, 0.54185)  -0.24
H (-0.14692, 0.55575, 1.53089)  0.18
H (1.99711, -0.80099, 0.73750)  0.07
C (1.30364, -0.47627, 0.02455)  -0.01
C (-0.45562, 2.17615, -0.79496)  -0.05
H (-0.83351, -1.80641, 0.96966)  0.13
H (-0.87141, 2.63964, -1.69319)  0.09
H (0.56400, 2.36131, -0.40671)  0.09
N (-0.97158, 1.02855, -0.63052)  0.03
H (1.72754, 0.40728, -0.39275)  0.07
H (-2.09380, -0.73340, 0.71568)  0.19
H (-1.24626, -1.46041, -0.63955)  0.24
N (-1.15860, -1.08717, 0.41341)  0.15

***

Entry 3:
Below is a 2-piece molecular cluster, C3H9N2 overall at a distorted geometry, with properties calculated with the ωB97M-V functional and the def2-TZVPD basis.

- energy above the lowest of the compared OMol25 structures with the same formula, charge and spin (kcal/mol) = 78.0
- charge = +1
- Kohn-Sham gap (eV) = 9.06

Each line ends with the Löwdin charge.
Cartesian coordinates (Å):
H (-3.06998, 0.66344, -0.75150)  0.16
C (-1.40103, 0.11465, 0.63182)  0.14
H (1.04016, 1.70818, -0.01121)  0.05
C (1.45181, -0.18601, 0.01582)  -0.33
H (-1.83638, -0.64169, -1.36485)  0.10
H (-2.75208, -1.06966, -0.14737)  0.10
H (3.16483, -1.04316, 0.25604)  0.09
N (0.72085, 0.82445, 0.01686)  0.14
C (-2.26274, -0.17930, -0.49145)  -0.10
H (-1.59533, 1.14326, 1.11346)  0.14
H (0.98252, -1.17713, -0.11871)  0.15
H (3.42936, 0.63533, 0.01530)  0.16
H (-0.66045, -0.58663, 0.93169)  0.05
N (2.78845, -0.20573, -0.09590)  0.13

***

Entry 4:
Below is a 2-piece molecular cluster, C3H9N2 overall at a distorted geometry, with properties calculated with the ωB97M-V functional and the def2-TZVPD basis.

- energy above the lowest of the compared OMol25 structures with the same formula, charge and spin (kcal/mol) = 50.1
- charge = +1
- Kohn-Sham gap (eV) = 10.95

Each line ends with the Löwdin charge.
Cartesian coordinates (Å):
H (-1.33110, -2.29022, 1.16772)  0.10
N (-0.65393, -2.01857, -0.66623)  0.02
H (1.49597, 2.30000, 1.56767)  0.13
H (0.60544, 3.31423, 0.42854)  0.06
C (0.20488, 1.11380, 0.37139)  -0.12
C (1.03003, 2.36835, 0.49909)  -0.04
H (1.91280, 2.34240, -0.25536)  0.13
H (-0.00239, -0.62975, -0.79430)  0.08
H (-0.47553, 0.78843, 1.30168)  0.19
N (0.16169, 0.47144, -0.72761)  0.16
H (0.64375, 1.01249, -1.43324)  0.13
C (-1.30788, -2.73972, 0.13008)  0.00
H (-0.52072, -2.39006, -1.60110)  0.09
H (-1.76301, -3.64281, 0.01168)  0.06

***

Entry 5:
Below is an isolated ion of composition C3H9N2 and charge +1 at a distorted geometry, with properties calculated with the ωB97M-V functional and the def2-TZVPD basis.

- energy above the lowest of the compared OMol25 structures with the same formula, charge and spin (kcal/mol) = 58.4
- charge = +1
- Kohn-Sham gap (eV) = 9.44

Each line ends with the Löwdin charge.
Cartesian coordinates (Å):
H (-1.94349, -2.29584, -0.26112)  0.14
C (0.21196, 0.13794, 0.06357)  -0.28
H (-1.90983, -1.31976, -1.48473)  0.07
H (2.13876, -0.27640, 1.04080)  0.15
C (-0.24153, -1.11249, -0.32430)  -0.12
C (-0.45571, 1.38296, 0.28863)  -0.03
H (0.27695, -2.01412, -0.30565)  0.10
H (2.01917, 0.42890, -0.60137)  0.23
H (1.82915, 1.24103, 0.78057)  0.16
H (-1.20509, 1.45820, -0.42202)  0.08
H (0.17967, 2.28147, 0.23340)  0.12
H (-0.99156, 1.15675, 1.16957)  0.11
N (-1.56323, -1.36512, -0.58488)  0.05
N (1.65477, 0.29648, 0.40752)  0.22

***

Entry 6:
Below is C3H9N2 as an isolated structure at a distorted geometry, with properties calculated with the ωB97M-V functional and the def2-TZVPD basis.

- energy above the lowest of the compared OMol25 structures with the same formula, charge and spin (kcal/mol) = 31.3
- charge = +1
- 2S+1 = 3
- <S²> = 2.01
- Kohn-Sham gap (spin up / spin down) (eV) = 11.15 / 7.25

Each line ends with the Mulliken spin population.
Cartesian coordinates (Å):
C (-2.03332, -0.83907, 0.11814)  0.61
N (0.14384, -1.04245, 1.25634)  0.29
H (-1.80626, 0.17819, -0.42737)  0.01
H (0.43686, -1.16971, 2.18530)  0.00
C (0.99638, -0.25533, 0.60115)  -0.03
H (1.02166, 1.01636, -2.18212)  0.02
H (-2.72070, -0.81843, 0.88169)  0.01
H (-2.13331, -1.59333, -0.59425)  0.00
H (0.69965, 2.32528, -0.94853)  0.00
H (2.01570, -0.34140, 1.13060)  0.09
H (-0.97977, -1.02183, 0.82263)  0.09
N (0.78843, 0.52117, -0.38009)  0.75
H (2.34331, 1.58214, -1.23643)  0.11
C (1.22753, 1.45841, -1.22706)  0.02

***

Entry 7:
Below is an isolated ion of composition C3H9N2O and charge -1 at a distorted geometry, with properties calculated with the ωB97M-V functional and the def2-TZVPD basis.

- energy above the lowest of the compared OMol25 structures with the same formula, charge and spin (kcal/mol) = 28.5
- charge = -1
- Kohn-Sham gap (eV) = 6.50

Each line ends with the Löwdin charge.
Cartesian coordinates (Å):
C (-0.05850, -0.31820, 0.68112)  -0.27
H (1.89742, -0.41243, 1.57684)  0.08
H (1.64000, 1.94677, 0.27339)  0.05
H (0.71630, 0.24811, 2.57641)  0.09
H (-0.62532, -2.03701, -1.33682)  0.06
O (-2.02782, -0.58840, -1.27927)  -0.39
N (1.38478, 1.69786, 1.21432)  -0.02
H (-0.86023, 0.41617, 0.81319)  0.09
C (1.09533, 0.32518, 1.55346)  -0.31
H (-0.42959, -1.29788, 0.97374)  0.10
N (0.33127, -0.32374, -0.73487)  -0.10
C (-0.74956, -0.98052, -1.55156)  -0.57
H (0.38712, 0.62814, -1.08365)  0.06
H (0.63039, 2.28245, 1.53715)  0.05
H (-0.44316, -0.70230, -2.58767)  0.07

***

Entry 8:
Below is C3H9N2O as an isolated structure at a distorted geometry, with properties calculated with the ωB97M-V functional and the def2-TZVPD basis.

- energy above the lowest of the compared OMol25 structures with the same formula, charge and spin (kcal/mol) = 70.6
- charge = +1
- Kohn-Sham gap (eV) = 9.93

Each line ends with the Löwdin charge.
Cartesian coordinates (Å):
H (0.78155, -1.71711, 0.42150)  0.08
H (-0.64470, -1.37030, 1.26271)  0.07
N (-0.73823, 0.21166, -1.92298)  0.12
N (0.32958, 0.87339, 1.55528)  0.14
C (0.35138, 0.55403, 0.20568)  -0.42
H (0.50147, 0.13118, 2.21737)  0.11
H (2.23240, 0.62479, 0.25199)  0.16
H (-1.70970, 0.30706, -0.01794)  0.17
H (-0.78066, -2.03986, -0.53829)  0.09
H (0.62882, 1.76798, 1.90834)  0.13
O (1.52066, 0.66769, -0.40579)  0.15
H (0.10677, 0.56509, -2.35335)  0.11
C (-0.27500, -1.51184, 0.25501)  0.15
C (-0.77356, 0.21219, -0.54892)  -0.19
H (-1.53076, 0.72407, -2.29060)  0.12

***

Entry 9:
Below is an isolated ion of composition C3H9N2O and charge +1 at a distorted geometry, with properties calculated with the ωB97M-V functional and the def2-TZVPD basis.

- energy above the lowest of the compared OMol25 structures with the same formula, charge and spin (kcal/mol) = 149.3
- charge = +1
- Kohn-Sham gap (spin up / spin down) (eV) = 8.48 / 9.08

Each line ends with the Löwdin charge.
Cartesian coordinates (Å):
H (2.20201, 0.01950, -1.13758)  0.16
C (-2.62461, 0.50322, 0.02557)  -0.06
H (0.66568, -1.85856, -1.19594)  0.13
N (2.03295, 0.42895, -0.21308)  0.18
N (-0.59080, -0.44943, -0.48763)  0.04
C (0.37421, -1.51074, -0.19223)  -0.18
H (-2.30230, 1.43416, 0.77275)  0.15
C (1.14690, -0.50781, 0.60634)  -0.04
H (1.18671, -0.34581, 1.63308)  0.10
H (-2.62137, 0.77990, -1.07623)  0.10
H (-3.66063, 0.11964, 0.18197)  0.10
O (-1.68028, -0.54570, 0.26250)  -0.18
H (1.52958, 1.31542, -0.26540)  0.16
H (2.96481, 0.55397, 0.27029)  0.19
H (0.10023, -2.23025, 0.60104)  0.14

***

Entry 10:
Below is an isolated ion of composition C3H9N2O and charge +1 at a distorted geometry, with properties calculated with the ωB97M-V functional and the def2-TZVPD basis.

- energy above the lowest of the compared OMol25 structures with the same formula, charge and spin (kcal/mol) = 84.0
- charge = +1
- Kohn-Sham gap (eV) = 10.70

Each line ends with the Löwdin charge.
Cartesian coordinates (Å):
H (2.89042, -0.59393, 0.74477)  0.18
H (0.68117, 1.47327, 1.17236)  0.09
H (-1.02300, 2.11593, 0.52347)  0.14
H (1.69694, -2.05375, 1.18917)  0.13
H (0.74391, 1.46201, -0.81816)  0.18
H (-1.90948, 0.40418, -1.01041)  0.14
C (0.91823, -0.82908, -0.08369)  -0.27
N (-0.95664, 0.58641, -1.40979)  0.07
O (0.63800, -1.55485, -0.96246)  0.19
C (-0.32120, 1.25956, 0.81507)  0.00
C (1.79089, -0.95078, 1.07800)  0.02
H (-0.85715, 0.44252, 1.33047)  0.11
H (1.42585, -0.44374, 1.96668)  0.09
N (0.07664, 0.72464, -0.53233)  -0.19
H (-0.84657, -0.21459, -2.03565)  0.11